72
Properties=species:S:1:pos:R:3:lowdin_charge:R:1 method="wB97M-V/def2-TZVPD" spin_multiplicity=1 e_above_lowest_kj_mol=0.00 lumo_ev=-5.28 charge=+2 gap_ev=8.40
In -0.784 0.012 0.794 0.522
N 1.526 -2.716 3.648 0.067
C 0.871 -2.574 2.495 -0.115
N 0.405 -1.342 2.423 0.021
C 0.821 -0.767 3.586 -0.310
N 1.505 -1.575 4.358 0.167
C 0.513 0.636 3.893 -0.192
C 0.995 1.280 5.029 -0.029
N 0.727 2.555 5.264 0.126
C -0.013 3.194 4.364 -0.072
C -0.499 2.559 3.230 -0.094
N -0.245 1.273 2.999 0.072
H 1.990 -3.532 4.020 0.178
H 0.741 -3.354 1.763 0.133
H 1.604 0.746 5.748 0.132
H -0.234 4.237 4.553 0.124
H -1.105 3.083 2.502 0.108
F -4.967 3.074 2.271 0.103
C -4.257 2.660 1.220 -0.260
C -3.163 1.839 1.438 -0.090
C -2.395 1.395 0.371 -0.190
C -2.752 1.768 -0.936 -0.129
C -3.862 2.599 -1.094 -0.205
F -4.209 3.013 -2.321 0.095
C -4.629 3.063 -0.045 0.102
C -1.946 1.337 -2.109 -0.221
C -2.475 1.110 -3.378 0.022
C -1.621 0.775 -4.412 -0.016
C -0.256 0.673 -4.167 -0.031
C 0.180 0.873 -2.873 -0.139
N -0.637 1.178 -1.861 0.018
H -2.949 1.563 2.464 0.097
H -5.476 3.712 -0.216 0.148
H -3.536 1.197 -3.554 0.126
H -2.015 0.605 -5.404 0.125
H 0.444 0.444 -4.958 0.115
H 1.233 0.792 -2.620 0.101
N -2.504 -1.149 2.194 0.035
H -2.607 -0.813 3.148 0.065
H -2.318 -2.146 2.254 0.042
H -3.414 -1.041 1.752 0.065
S 1.740 0.645 0.521 0.687
C 1.710 2.346 0.388 -1.059
N 0.779 3.042 -0.211 -0.021
C 0.891 4.500 -0.176 -0.165
C 2.301 4.827 0.345 -0.363
S 2.941 3.302 1.115 1.008
H 0.067 2.532 -0.748 0.089
H 0.114 4.909 0.470 0.125
H 0.742 4.893 -1.180 0.133
H 2.280 5.607 1.101 0.087
H 2.976 5.129 -0.452 0.087
C 3.294 -2.218 -3.031 -0.057
C 2.784 -2.554 -1.642 -0.208
N 1.390 -2.142 -1.435 0.032
C 0.312 -2.876 -1.195 -0.736
S -1.137 -2.172 -0.541 0.716
N 0.238 -4.180 -1.448 0.020
C 1.009 -5.002 -2.396 -0.204
C 1.797 -6.102 -1.707 -0.066
H 4.337 -2.520 -3.126 0.092
H 3.243 -1.144 -3.213 0.076
H 2.719 -2.720 -3.810 0.075
H 3.376 -2.025 -0.892 0.121
H 2.873 -3.613 -1.420 0.096
H 1.248 -1.146 -1.328 0.030
H -0.625 -4.598 -1.132 0.124
H 1.642 -4.350 -2.991 0.093
H 0.283 -5.437 -3.083 0.132
H 2.535 -5.701 -1.012 0.069
H 2.320 -6.702 -2.451 0.091
H 1.135 -6.765 -1.152 0.083